(1)
A cluster of 9 separate species, C36H76Cl10NO4P in total, computed with wB97M-V/def2-TZVPD.

```
! wB97M-V def2-TZVPD RIJCOSX def2/J DEFGRID3
* xyz 0 1
C -2.876 -2.410 -0.081
C -2.398 -2.791 -1.482
C -2.017 -1.548 -2.353
C -0.545 -1.229 -2.276
P -0.062 0.285 -3.242
C 0.280 -0.403 -4.951
C -0.967 -0.786 -5.730
C -1.486 0.183 -6.796
C -0.561 0.418 -7.981
C 1.502 0.976 -2.701
C 2.585 -0.045 -2.344
C 3.988 0.572 -2.302
C 4.454 1.286 -3.561
C -1.396 1.468 -3.357
C -1.070 2.710 -4.201
C -0.527 3.877 -3.368
C -0.039 5.091 -4.138
H -3.647 -1.643 0.003
H -2.064 -2.111 0.589
H -3.298 -3.287 0.424
H -3.214 -3.300 -1.991
H -1.508 -3.408 -1.349
H -2.677 -0.757 -1.997
H -2.406 -1.875 -3.317
H 0.116 -1.988 -2.698
H -0.219 -1.014 -1.254
H 0.831 -1.333 -4.816
H 0.920 0.310 -5.470
H -1.845 -1.127 -5.174
H -0.761 -1.745 -6.229
H -1.627 1.126 -6.245
H -2.520 0.025 -7.107
H -0.938 1.271 -8.549
H -0.599 -0.439 -8.655
H 0.473 0.647 -7.726
H 1.285 1.503 -1.760
H 1.785 1.616 -3.539
H 2.643 -0.885 -3.050
H 2.342 -0.548 -1.405
H 4.628 -0.239 -1.938
H 4.027 1.227 -1.425
H 4.329 0.668 -4.455
H 5.507 1.557 -3.519
H 3.867 2.190 -3.728
H -1.658 1.767 -2.339
H -2.218 0.949 -3.848
H -1.998 3.050 -4.667
H -0.296 2.673 -4.975
H 0.267 3.512 -2.706
H -1.256 4.197 -2.617
H 0.650 5.670 -3.518
H -0.880 5.686 -4.489
H 0.654 4.896 -4.966
C 3.666 -5.713 4.191
C 2.274 -5.340 4.637
C 1.820 -3.977 4.065
C 0.371 -3.682 4.443
N -0.164 -2.407 3.788
C -1.522 -2.052 4.355
C -2.605 -2.516 3.353
C -1.831 -3.240 2.241
C -0.408 -2.700 2.322
C 0.706 -1.221 4.076
H 3.850 -5.630 3.116
H 3.986 -6.698 4.519
H 4.337 -4.925 4.549
H 2.203 -5.187 5.720
H 1.499 -6.092 4.471
H 1.911 -4.007 2.975
H 2.461 -3.140 4.338
H 0.325 -3.482 5.513
H -0.323 -4.456 4.125
H -1.654 -0.969 4.377
H -1.598 -2.513 5.336
H -3.228 -1.665 3.082
H -3.347 -3.205 3.764
H -2.219 -3.128 1.234
H -1.679 -4.289 2.506
H -0.289 -1.750 1.795
H 0.341 -3.382 1.930
H 0.776 -1.033 5.143
H 0.276 -0.368 3.544
H 1.664 -1.439 3.608
O -1.938 1.006 2.942
C -1.723 0.331 1.742
C -0.442 0.552 0.894
O -0.321 1.533 -0.076
H -2.650 0.312 1.130
H -1.691 -0.755 2.019
H -0.089 -0.425 0.474
H 0.360 0.631 1.660
O 3.093 -2.005 1.577
C 3.557 -0.887 1.533
O 4.887 -0.735 1.368
C 5.183 0.674 1.312
C 4.060 1.316 2.100
C 2.853 0.402 1.873
H 5.179 1.003 0.268
H 6.175 1.008 1.616
H 3.937 2.360 1.802
H 4.330 1.411 3.156
H 2.323 0.850 1.029
H 2.248 0.297 2.765
C 0.192 3.256 3.917
Cl 1.168 2.355 5.041
Cl 0.720 5.004 3.964
H 0.488 2.976 2.915
H -0.832 3.195 4.256
C -4.012 1.274 -0.647
Cl -4.644 1.309 -2.329
Cl -5.269 1.240 0.567
H -3.454 0.344 -0.612
H -3.261 2.054 -0.568
C -2.860 3.773 1.983
Cl -3.685 4.392 0.509
Cl -2.787 4.864 3.344
H -3.443 2.879 2.180
H -1.860 3.397 1.774
C -4.611 0.167 3.757
Cl -5.610 -1.008 2.876
Cl -5.474 0.783 5.191
H -3.706 -0.312 4.108
H -4.346 1.017 3.141
C 1.798 4.307 0.451
Cl 0.283 5.058 -0.081
Cl 3.083 4.639 -0.678
H 2.016 4.629 1.468
H 1.615 3.235 0.545
*
```

Values from the calculation:
DFT total energy	-6716.00603	a.u.
strongest force on any atom	3.16	eV/A


(2)
A cluster of 7 separate species, C36H76F8N8O4PS2 in total, computed with wB97M-V/def2-TZVPD.

```
! wB97M-V def2-TZVPD RIJCOSX def2/J DEFGRID3
* xyz 4 2
C 2.811 1.868 3.821
C 1.874 2.117 2.723
N 1.271 3.446 2.710
C 1.719 4.544 1.992
C 0.995 5.651 2.414
N -0.007 5.140 3.274
C 0.166 3.825 3.462
C -1.069 5.967 3.903
H 3.151 0.834 3.871
H 2.240 1.864 4.749
H 3.590 2.629 3.789
H 0.977 1.498 2.695
H 2.363 1.875 1.779
H 2.553 4.314 1.346
H 1.056 6.701 2.167
H -0.470 3.170 4.041
H -2.105 5.629 3.871
H -1.143 6.949 3.436
H -0.755 6.073 4.941
C 4.226 2.302 -1.204
C 3.442 2.190 -2.497
N 2.782 3.396 -2.838
C 1.728 4.032 -2.235
C 1.429 5.124 -2.947
N 2.326 5.245 -4.002
C 3.264 4.301 -3.893
C 2.239 6.281 -4.985
H 3.646 2.656 -0.352
H 5.015 3.049 -1.297
H 4.557 1.322 -0.860
H 2.623 1.472 -2.511
H 4.118 1.861 -3.286
H 1.241 3.566 -1.392
H 0.550 5.750 -2.930
H 4.092 4.049 -4.540
H 2.086 5.870 -5.982
H 3.177 6.835 -5.021
H 1.479 6.981 -4.635
C -2.608 -0.983 3.019
C -1.472 -1.502 3.915
C -1.551 -0.866 5.292
N -0.438 -1.290 6.333
C -0.823 -0.386 7.566
C 0.913 -0.955 5.707
C 1.546 -2.286 5.382
C 0.961 -3.276 6.364
C -0.503 -2.810 6.647
H -3.515 -1.411 3.446
H -2.387 -1.370 2.024
H -2.731 0.097 2.943
H -0.529 -1.391 3.380
H -1.641 -2.577 3.979
H -2.525 -1.000 5.762
H -1.447 0.201 5.097
H -0.152 -0.583 8.402
H -1.839 -0.657 7.852
H -0.612 0.604 7.163
H 1.428 -0.387 6.483
H 0.800 -0.329 4.822
H 2.615 -2.166 5.560
H 1.467 -2.722 4.386
H 1.538 -3.319 7.288
H 1.132 -4.229 5.864
H -0.774 -2.790 7.702
H -1.241 -3.398 6.101
C 0.645 -10.389 0.558
C 0.408 -9.518 -0.676
C -0.655 -8.337 -0.537
N -0.343 -7.049 -1.413
C -0.149 -7.523 -2.882
C -1.486 -5.978 -1.550
C -0.881 -4.686 -1.125
C 0.278 -5.066 -0.152
C 0.885 -6.294 -0.810
H 0.934 -9.727 1.374
H 1.478 -11.081 0.435
H -0.281 -10.892 0.836
H 0.082 -10.293 -1.369
H 1.361 -9.096 -0.994
H -0.647 -7.921 0.471
H -1.661 -8.653 -0.810
H 0.811 -8.032 -2.966
H -0.177 -6.666 -3.554
H -0.765 -8.407 -3.048
H -1.836 -5.904 -2.580
H -2.154 -6.366 -0.782
H -0.473 -4.271 -2.047
H -1.593 -3.932 -0.790
H 1.021 -4.274 -0.254
H 0.077 -5.061 0.919
H 1.492 -5.873 -1.611
H 1.391 -6.998 -0.149
C -2.858 4.418 -3.818
C -2.543 3.160 -4.609
C -2.235 1.940 -3.680
N -1.798 0.650 -4.414
C -2.977 0.016 -5.097
C -1.184 -0.412 -3.481
C -0.059 -1.150 -4.130
C 0.204 -0.316 -5.467
C -0.642 0.963 -5.489
H -2.082 4.629 -3.081
H -3.784 4.134 -3.318
H -3.001 5.262 -4.492
H -1.736 3.352 -5.316
H -3.433 3.023 -5.223
H -3.073 1.830 -2.992
H -1.367 2.099 -3.038
H -3.244 0.661 -5.934
H -3.691 -0.224 -4.308
H -2.603 -0.904 -5.545
H -1.972 -0.957 -2.963
H -0.801 0.171 -2.644
H -0.376 -2.190 -4.198
H 0.867 -1.017 -3.570
H 0.225 -0.836 -6.424
H 1.245 0.006 -5.432
H -0.874 1.296 -6.501
H -0.112 1.817 -5.067
N 0.591 1.045 -0.413
S 0.512 -0.320 0.204
O -0.420 -1.216 -0.442
O 0.863 -0.511 1.616
F 1.880 -0.911 -0.534
S -0.956 1.634 0.134
O -1.045 1.719 1.590
O -2.152 1.180 -0.602
F -0.902 3.129 -0.380
P -1.604 7.513 -1.062
F -2.212 8.945 -1.339
F -0.198 7.922 -1.648
F -1.250 7.985 0.464
F -0.900 6.095 -0.755
F -2.998 6.924 -0.543
F -1.918 7.138 -2.610
*
```

Values from the calculation:
DFT total energy	-4091.59055	a.u.
strongest force on any atom	8.95	eV/A


(3)
A cluster of 4 separate species, C36H80BBrClO4P2 in total, computed with wB97M-V/def2-TZVPD.

```
! wB97M-V def2-TZVPD RIJCOSX def2/J DEFGRID3
* xyz -1 1
C 5.723 0.555 4.528
C 4.243 -0.001 4.587
C 3.861 -0.923 3.377
C 4.545 -0.536 2.023
C 4.015 0.866 1.511
C 5.180 1.884 1.256
C 5.651 1.818 -0.259
C 5.923 3.230 -0.854
C 6.366 3.238 -2.361
C 6.185 1.878 -3.107
C 7.022 1.969 -4.452
C 6.610 0.874 -5.486
C 6.513 -0.578 -4.898
C 5.053 -1.170 -5.055
C 4.295 -1.163 -3.688
C 2.752 -1.412 -3.800
B 2.065 -0.893 -2.414
P 1.206 0.871 -2.546
O 2.309 1.953 -3.328
Br 1.069 1.596 -0.375
O 2.959 -0.707 -1.227
C 2.884 -1.745 -0.313
Cl 4.301 -2.921 -0.366
C 1.579 -2.538 -0.877
P 0.611 -2.890 0.673
O -0.780 -3.460 0.438
O 0.964 -1.703 -1.815
H 6.021 0.725 5.590
H 6.400 -0.205 4.093
H 5.780 1.539 4.031
H 4.141 -0.562 5.539
H 3.585 0.895 4.673
H 4.051 -1.985 3.659
H 2.760 -0.862 3.199
H 5.654 -0.571 2.062
H 4.252 -1.315 1.284
H 3.442 0.650 0.580
H 3.264 1.279 2.224
H 6.070 1.699 1.889
H 4.797 2.901 1.495
H 4.895 1.223 -0.808
H 6.616 1.266 -0.266
H 5.070 3.922 -0.686
H 6.768 3.662 -0.261
H 5.716 3.982 -2.881
H 7.408 3.581 -2.531
H 6.596 1.006 -2.565
H 5.118 1.732 -3.389
H 8.093 1.838 -4.168
H 6.927 3.002 -4.851
H 5.671 1.212 -5.974
H 7.412 0.845 -6.263
H 7.212 -1.231 -5.470
H 6.776 -0.642 -3.824
H 4.543 -0.569 -5.838
H 5.151 -2.239 -5.359
H 4.740 -1.891 -2.977
H 4.432 -0.158 -3.238
H 2.526 -2.477 -4.022
H 2.392 -0.740 -4.620
H 2.117 2.818 -2.956
H 2.766 -1.191 0.643
H 2.003 -3.389 -1.451
H 0.480 -1.646 1.377
H 1.427 -3.767 1.457
C 1.974 5.363 -0.326
C 1.829 6.656 0.468
C 1.050 6.480 1.771
C -0.401 6.022 1.604
C -1.275 6.929 0.739
C -1.435 8.336 1.303
H 1.007 4.976 -0.648
H 2.576 5.536 -1.222
H 2.471 4.594 0.269
H 1.360 7.422 -0.158
H 2.828 7.031 0.712
H 1.073 7.423 2.326
H 1.570 5.750 2.399
H -0.853 5.939 2.599
H -0.418 5.012 1.183
H -2.266 6.474 0.655
H -0.877 6.984 -0.279
H -1.865 8.307 2.307
H -2.101 8.926 0.669
H -0.479 8.862 1.354
C -4.719 -3.194 1.333
C -3.883 -4.354 1.858
C -4.381 -5.720 1.389
C -5.794 -6.093 1.847
C -6.009 -6.092 3.360
C -5.144 -7.107 4.096
H -5.748 -3.239 1.700
H -4.293 -2.244 1.662
H -4.741 -3.193 0.241
H -3.846 -4.314 2.952
H -2.854 -4.224 1.512
H -3.675 -6.486 1.724
H -4.356 -5.749 0.294
H -6.032 -7.090 1.456
H -6.518 -5.411 1.389
H -7.061 -6.324 3.559
H -5.834 -5.093 3.769
H -5.329 -8.119 3.727
H -5.368 -7.093 5.165
H -4.080 -6.889 3.981
C -7.898 -3.098 -1.507
C -8.080 -1.814 -0.708
C -8.836 -2.019 0.605
C -10.274 -2.524 0.463
C -11.191 -1.646 -0.387
C -11.388 -0.246 0.181
H -8.856 -3.519 -1.820
H -7.315 -2.900 -2.409
H -7.365 -3.850 -0.920
H -8.583 -1.065 -1.326
H -7.092 -1.407 -0.476
H -8.836 -1.076 1.160
H -8.281 -2.732 1.225
H -10.705 -2.622 1.466
H -10.264 -3.534 0.041
H -12.169 -2.134 -0.454
H -10.813 -1.578 -1.411
H -11.800 -0.289 1.193
H -12.084 0.321 -0.440
H -10.450 0.310 0.216
*
```

Values from the calculation:
DFT total energy	-5462.52960	a.u.
strongest force on any atom	3.66	eV/A